[1]
94
Properties=species:S:1:pos:R:3:forces:R:3:mulliken_charge:R:1 method="wB97M-V/def2-TZVPD" total_charge=-1 e_lumo_ev=2.19 spin_multiplicity=1 e_homo_ev=-2.62
P -0.7373 1.1758 0.2918 -0.05 -0.54 0.15 0.25
O 8.3979 2.9164 0.5539 0.06 0.01 0.06 -0.65
O 4.6748 -0.7762 -6.5856 -0.08 0.00 -0.07 -0.59
O -8.9393 -2.1915 2.5156 -0.37 -0.14 0.08 -0.63
O 6.7968 1.9303 -0.6447 -0.11 -0.06 -0.11 -0.31
O 3.8625 3.8541 2.1123 0.17 0.10 0.25 -0.67
O -0.3766 -0.3755 -1.6892 0.12 -0.18 -0.09 -0.12
O -5.2971 1.4529 1.9032 -0.12 -0.06 0.03 -0.32
O -8.6918 -4.3395 3.0850 -0.03 -0.08 0.00 -0.36
O 2.9762 0.0173 -1.4429 0.20 -0.56 -0.14 -0.23
O -5.2858 -0.7309 1.3816 0.05 -0.04 -0.05 -0.50
O 6.3244 0.4556 -5.7203 0.04 0.06 0.03 -0.38
O 3.9740 2.0376 3.4123 -0.07 0.19 -0.04 -0.38
N 0.1361 0.2359 1.2580 0.18 0.34 0.00 -0.73
C -7.2539 -5.0806 1.3672 -0.03 0.12 0.00 -0.58
C -7.2595 -3.5522 1.3926 -0.17 -0.38 0.04 -0.12
C -7.7904 -5.4142 2.7562 0.07 -0.04 -0.07 -0.40
C -8.3876 -3.2417 2.3557 0.37 0.16 -0.16 0.45
C -5.7531 0.1799 1.9988 0.04 -0.11 0.23 0.40
C 7.3582 2.9985 -0.0337 0.01 0.09 -0.08 0.45
C 3.5882 -0.7000 -0.3863 0.39 0.16 0.14 0.05
C -5.9955 2.2926 2.8364 -0.02 0.07 0.05 -0.49
C 1.8118 2.8405 2.9473 -0.07 -0.13 0.18 0.25
C 6.5999 -0.5699 -3.6182 -0.13 -0.09 0.02 0.41
C 5.1617 3.6379 -0.7159 0.06 -0.06 -0.06 0.07
C 0.7352 0.2267 -2.2972 -0.02 -0.07 0.13 -0.78
C 3.9918 -2.1258 -0.7245 -0.33 -0.09 0.24 -1.21
C 1.7330 1.8881 4.1363 -0.07 0.00 -0.01 -0.53
C 5.7769 -1.4895 -4.5195 0.06 0.31 0.13 -0.31
C 7.2614 0.3519 -4.6349 0.03 -0.04 0.08 -0.59
C 5.4819 -0.6086 -5.7228 0.09 -0.14 0.05 0.54
C -1.3787 0.5954 -1.2495 -0.13 0.03 0.10 -1.01
C 6.4970 4.2249 -0.2656 -0.30 -0.11 0.11 -0.41
C -2.7217 -0.1346 -1.0157 0.41 0.28 -0.27 1.74
C -2.9399 -1.2492 -2.0552 -0.56 -0.16 0.09 -0.77
C 1.9254 -0.7119 -2.1004 -0.18 0.93 0.03 -0.30
C -3.1383 -2.6196 -1.4101 0.04 0.21 0.11 -1.19
C -7.3074 1.5715 3.1400 0.08 -0.10 -0.09 -0.65
C 3.3000 3.0157 2.7626 -0.18 -0.09 -0.32 0.48
C 3.0370 1.1097 3.9937 -0.18 -0.22 0.02 -0.33
C -6.8890 0.1106 2.9977 -0.12 0.27 -0.18 -0.01
C 5.6090 2.3280 -1.3627 -0.28 0.20 -0.01 0.56
C -3.8600 0.8848 -1.1001 0.26 -0.22 -0.45 -1.66
H -4.8123 0.4245 -0.8364 -0.10 0.10 0.18 0.28
H 4.5942 4.2756 -1.3911 0.12 -0.02 -0.14 0.49
H 8.1925 -0.0641 -5.0276 0.01 -0.02 0.01 0.28
H 5.9332 0.0030 -2.9731 -0.01 0.01 0.00 -0.45
H -4.0376 -2.5942 -0.7904 -0.04 -0.08 0.05 0.12
H 3.1299 -2.7864 -0.7980 -0.03 -0.03 -0.12 0.36
H 4.5203 3.4480 0.1424 0.17 -0.06 -0.04 -0.34
H 6.9752 4.8177 -1.0489 0.03 0.05 0.03 0.26
H -7.7261 1.8320 4.1100 0.07 0.00 0.03 0.36
H 3.4468 0.7623 4.9398 0.08 0.07 0.00 0.33
H 6.4233 4.8140 0.6443 0.11 0.04 0.00 0.32
H 4.5408 -2.1613 -1.6634 0.15 -0.03 -0.03 0.12
H 2.3041 -1.0891 -3.0517 0.05 -0.23 -0.01 0.05
H -7.0001 -5.4377 3.5092 0.02 0.02 -0.01 0.26
H -7.4484 -3.0927 0.4276 0.07 0.13 0.02 0.34
H 0.9986 1.1654 -1.8036 -0.02 0.10 0.02 0.22
H -6.3383 -3.1318 1.8009 0.01 0.09 -0.06 0.08
H 7.4587 1.3494 -4.2502 -0.04 0.05 -0.05 0.34
H -6.1306 3.2691 2.3776 0.05 -0.01 -0.06 0.35
H 7.3156 -1.0855 -2.9818 0.04 0.00 -0.04 0.42
H -8.3452 -6.3481 2.7986 -0.07 0.03 0.03 0.32
H -3.2494 -3.4137 -2.1499 0.02 -0.08 -0.04 0.41
H 1.3823 2.4016 2.0358 0.16 -0.12 0.17 -0.44
H 6.3509 -2.3509 -4.8664 -0.04 -0.04 -0.02 0.33
H 0.8499 1.2531 4.1340 0.07 -0.09 -0.19 0.37
H -2.1354 -1.2771 -2.7830 0.15 0.03 0.02 0.28
H 4.8499 -1.8322 -4.0687 -0.03 -0.08 -0.08 0.08
H 1.5481 -1.5093 -1.4666 0.09 -0.21 -0.04 0.31
H -8.0468 1.8162 2.3763 -0.01 0.02 0.00 0.27
H -2.7591 -0.6002 -0.0201 -0.13 -0.14 0.03 0.16
H -3.6483 1.7604 -0.4931 -0.19 0.03 0.20 0.26
H -5.3720 2.4040 3.7269 -0.01 -0.01 0.01 0.27
H 4.5097 -0.1630 -0.1486 -0.04 0.17 0.03 0.40
H -7.6623 -0.5497 2.6115 0.08 0.06 0.19 -0.02
H 4.6053 -2.5186 0.0864 0.18 0.01 -0.05 0.42
H 0.2348 -0.6591 0.7858 0.00 -0.06 0.06 0.19
H -3.9075 1.2155 -2.1396 -0.03 0.14 -0.03 0.49
H 1.7456 2.4530 5.0714 0.03 0.03 0.02 0.30
H -1.8812 1.6664 0.9575 -0.04 0.33 -0.03 -0.18
H 1.3363 3.8014 3.1185 0.03 0.10 -0.05 0.38
H -6.4912 -0.3015 3.9278 -0.02 -0.03 0.01 0.29
H -6.2797 -5.5213 1.1693 0.03 0.02 0.06 0.35
H 0.5337 0.4675 -3.3480 -0.06 -0.09 -0.09 0.22
H 2.9372 0.2584 3.3170 -0.10 0.07 -0.03 0.14
H -0.0388 2.3794 0.0547 0.03 0.21 0.15 -0.01
H -2.3050 -2.8556 -0.7474 0.10 -0.09 -0.05 0.34
H -3.8603 -1.0245 -2.6041 0.02 0.05 -0.14 0.41
H 2.9657 -0.6566 0.5144 -0.21 -0.12 -0.07 0.11
H 4.8643 1.5422 -1.2799 0.04 -0.06 -0.04 -0.39
H -7.9489 -5.4408 0.6076 -0.01 -0.03 0.00 0.27
H 5.8693 2.4637 -2.4172 0.06 -0.02 0.01 0.05

***

[2]
99
Properties=species:S:1:pos:R:3:forces:R:3:mulliken_charge:R:1 method="wB97M-V/def2-TZVPD" e_lumo_ev="-0.36 / -0.41" relative_energy_kcal_mol=103.0 spin_multiplicity=1 e_homo_ev="-6.90 / -7.00"
Ir 0.9699 -0.8713 -0.2627 -2.23 0.38 -2.08 1.20
Cl 3.5787 -2.5553 -3.4823 0.00 -0.12 -0.22 -0.20
Cl 2.9621 -2.9076 -0.6674 0.27 -0.59 0.19 -0.04
S -0.9769 -1.9413 1.0423 1.50 0.35 -1.83 -0.30
S 0.0039 1.2341 -1.5755 1.07 -1.44 0.83 -0.14
S 3.2449 -0.2479 2.4013 2.01 0.22 0.45 0.95
S 0.7027 1.3315 1.6739 0.35 -0.47 0.30 0.27
Si -1.1276 -3.6378 -2.1040 -0.32 -0.52 -0.01 0.57
O 2.8791 -0.0096 -1.2911 -2.43 0.36 0.90 -0.74
O 2.4046 -1.1965 1.6272 -0.71 -0.69 -0.28 -0.65
O 4.9417 0.0673 -2.1033 0.36 0.30 -0.12 -0.71
N 0.0647 3.8476 0.7864 -0.68 -0.42 0.04 0.61
N -2.4342 0.4434 -0.6541 0.04 0.00 -0.56 0.96
N -2.2241 0.3751 -2.8583 -0.01 -0.13 0.86 0.88
N -1.1771 -0.9232 3.5897 -0.37 0.59 -0.82 0.68
N -2.0884 0.3041 2.0011 0.04 -0.69 0.55 0.20
N -1.5794 2.3820 0.7089 0.23 0.33 0.31 0.12
C -3.5676 -0.1124 -1.1863 -0.33 -0.07 -0.33 -2.22
C -2.3307 0.9106 3.2030 0.01 -0.06 0.34 -1.48
C 0.2975 -2.9376 3.5937 -0.04 0.04 -0.01 -2.02
C -0.1631 -5.2232 -1.6711 -0.37 0.56 -0.20 -1.18
C 4.4531 0.4798 1.2354 -0.57 -0.09 0.30 -1.19
C -3.4463 -0.1567 -2.5307 -0.51 -0.19 0.26 0.08
C 3.9304 -0.5004 -1.7398 0.75 -1.74 -0.08 0.06
C -1.6060 0.6998 -1.6891 0.05 0.08 -0.07 -0.43
C -0.4884 -1.9223 4.4160 0.33 -0.69 0.44 1.49
C -2.7478 -3.6312 -1.0811 0.56 0.11 -0.24 -0.78
C -0.4838 0.1757 -4.6401 -0.01 -0.01 0.09 -1.42
C 1.8116 4.7144 -0.6308 -0.02 -0.05 0.16 -1.54
C 1.3557 4.5505 0.8235 0.63 0.26 -0.07 1.57
C -1.6618 2.3408 -4.1574 -0.06 -0.14 0.03 -1.60
C -1.0447 4.4703 0.2636 -0.54 0.09 -0.30 -0.36
C -1.7764 0.1642 4.1769 -0.23 0.43 0.09 -0.27
C 0.0240 -2.1520 -2.0156 0.98 1.31 1.46 1.86
C 4.4605 -1.3746 3.2204 -0.52 0.49 -0.12 -1.18
C -1.8045 0.8128 -4.2012 0.34 0.36 -0.77 1.41
C -2.8787 0.4385 -5.2264 0.07 0.03 0.26 -2.10
C -1.3817 -0.8193 2.2486 -0.11 0.37 0.12 -0.05
C 4.0143 -2.0896 -1.8287 0.14 0.81 -0.16 0.09
C 0.5038 -1.1835 5.3276 -0.13 -0.04 -0.14 -1.62
C -0.2782 2.5540 1.0351 0.43 -0.38 0.38 -0.69
C -1.7234 -3.7197 -3.9403 0.49 0.13 0.76 -1.11
C -1.5562 -2.6589 5.2359 0.14 0.12 -0.11 -1.74
C 2.4261 3.7866 1.5953 0.00 0.07 -0.10 -1.88
C 1.1491 5.9165 1.4947 -0.02 -0.19 -0.09 -1.83
C -2.0455 3.5698 0.2217 -0.03 0.54 -0.17 -1.40
B -2.4648 1.1195 0.7443 0.49 0.04 -0.05 0.42
H 3.3326 4.3856 1.6230 0.06 0.25 -0.03 0.63
H 0.5599 6.5954 0.8844 -0.08 0.07 -0.06 0.42
H -3.5549 -4.1290 -1.6126 -0.03 -0.17 -0.23 0.43
H -0.4568 -1.3268 -2.5298 0.04 -0.04 -0.14 -1.90
H 5.3923 -0.8488 3.3848 0.16 0.16 0.06 0.47
H -3.5923 1.4831 0.9060 -0.24 0.09 0.02 -0.20
H 2.1165 6.3820 1.6613 0.10 0.03 -0.02 0.46
H -4.3945 -0.4056 -0.5730 -0.12 -0.09 0.13 0.68
H 2.7628 5.2372 -0.6692 0.13 0.08 0.01 0.49
H -0.8213 -6.0792 -1.5603 -0.18 -0.15 0.00 0.34
H -3.8247 0.9312 -5.0113 -0.12 0.00 0.01 0.46
H 1.1218 -1.9056 5.8546 0.01 -0.12 0.04 0.47
H 1.9344 3.7339 -1.0866 0.02 -0.08 -0.07 0.23
H 0.3693 -5.0891 -0.7359 0.11 0.06 0.27 0.27
H 1.0841 5.2770 -1.2116 -0.06 0.06 -0.07 0.36
H -0.3627 -3.5507 2.9897 0.07 -0.08 0.01 0.46
H 4.0500 -1.6982 4.1717 -0.11 -0.04 0.05 0.31
H 0.6565 5.7972 2.4572 -0.03 -0.02 0.10 0.39
H 5.0064 -0.2980 0.7209 0.04 -0.19 0.01 0.43
H -3.0557 3.6864 -0.1084 -0.25 0.03 -0.08 0.67
H -2.8825 1.8250 3.2639 -0.07 0.21 0.05 0.61
H 0.5727 -5.4615 -2.4313 0.18 -0.01 -0.20 0.34
H -1.7553 0.3298 5.2318 -0.04 0.01 0.20 0.61
H 1.1492 -0.5473 4.7256 0.07 0.10 -0.06 0.29
H 0.0097 -0.5698 6.0751 -0.06 0.10 0.07 0.43
H -2.3192 -4.6069 -4.1291 -0.11 -0.22 0.06 0.41
H 1.0057 -2.4407 2.9369 0.04 -0.05 -0.06 0.39
H -0.5768 -0.9053 -4.7024 -0.02 -0.14 -0.05 0.20
H -2.3373 -2.8565 -4.1835 -0.13 0.22 0.01 0.18
H 2.1074 3.5771 2.6128 0.04 -0.06 0.06 0.37
H 5.1230 1.1245 1.7926 0.09 0.09 0.20 0.60
H -2.6044 -4.1446 -0.1362 0.04 -0.08 0.20 0.31
H 2.6516 2.8510 1.0979 0.06 0.01 0.09 0.13
H -0.8807 -3.7298 -4.6246 0.19 0.00 -0.16 0.32
H -0.2290 0.5595 -5.6257 -0.02 0.02 -0.11 0.57
H -1.4585 2.7255 -5.1530 0.03 0.01 -0.13 0.50
H 4.6132 -2.2273 2.5684 -0.04 -0.05 -0.21 0.29
H -4.1292 -0.5539 -3.2505 -0.11 0.02 -0.17 0.56
H -2.5490 0.7650 -6.2100 0.07 0.03 0.00 0.46
H 0.8491 -3.5874 4.2698 -0.01 -0.01 0.22 0.53
H 0.3275 0.4181 -3.9597 -0.01 -0.05 -0.05 0.21
H -2.2539 -3.1579 4.5677 -0.07 -0.07 -0.07 0.35
H -3.0748 -2.6237 -0.8519 -0.02 0.13 0.02 0.01
H 3.8953 1.0579 0.5052 -0.08 0.00 -0.03 -0.10
H -3.0247 -0.6394 -5.2699 -0.05 -0.09 -0.01 0.37
H -0.8456 2.6272 -3.4995 0.05 0.07 -0.04 0.35
H 5.0433 -2.4148 -1.6588 -0.32 0.08 0.01 0.41
H -1.0395 5.4899 -0.0574 0.00 0.18 0.00 0.54
H 0.9509 -2.3839 -2.5454 -0.15 -0.05 -0.16 0.16
H -2.1194 -1.9823 5.8734 -0.05 0.11 0.09 0.38
H -1.0849 -3.4089 5.8645 0.07 -0.09 0.08 0.45
H -2.5777 2.7969 -3.7857 -0.14 0.05 -0.01 0.35

***

[3]
88
Properties=species:S:1:pos:R:3:forces:R:3:mulliken_charge:R:1 method="wB97M-V/def2-TZVPD" smiles="C=C[C@]1(CCCCCOCC)C(=O)O[C@](C[C@H](C)Br)([C@@H](C)CCC)[C@]1(C)C[C@@H](C)F.CCOC(C)=O" e_lumo_ev=0.60 spin_multiplicity=1 e_homo_ev=-8.75
Br 1.2053 -0.9402 -1.6348 -0.36 0.39 -0.06 -0.08
F -1.7313 0.0003 4.6560 -0.32 0.21 -0.18 -0.46
O -2.8609 -5.1780 -1.9963 0.10 -0.11 0.16 -0.55
O -0.6436 1.2429 -0.2275 -1.16 0.33 -0.49 -0.25
O 3.3520 1.6730 -3.3762 0.39 0.37 0.08 -0.35
O -1.3820 -6.5853 -1.1734 -0.24 0.03 0.31 -0.36
O -0.8436 3.3601 -0.8794 -0.72 2.00 -1.97 -0.57
C 1.6027 0.8399 1.8978 -1.00 -1.29 -0.48 -2.21
C 1.9511 3.5952 -2.8115 0.71 0.38 1.04 -0.66
C -0.4881 -0.9072 0.7350 0.30 0.29 -0.34 -2.73
C -0.1388 1.3918 3.4670 -0.63 -0.24 -0.49 -1.79
C -5.0391 1.4260 -0.8604 0.58 0.47 0.09 -1.38
C -2.3516 0.5362 1.4637 -0.24 0.74 -0.09 0.60
C -3.3040 -0.0493 0.3916 -0.06 0.68 -0.03 -1.70
C -0.5129 -1.2871 -0.7552 -0.16 -1.68 0.64 0.62
C 0.1964 2.8052 1.2790 -0.58 2.57 -0.91 3.44
C -0.7082 -2.8114 -0.8199 -0.24 0.15 0.35 -1.88
C -0.5014 2.5886 -0.0783 1.49 -2.62 2.66 -1.54
C -0.5802 -7.7653 -1.2742 0.25 -0.07 -0.11 -0.43
C -2.0755 -6.0623 -2.2050 0.10 0.16 -0.30 0.88
C 1.5908 3.4897 1.0144 -0.02 -0.41 -0.98 -2.80
C 2.1440 4.1890 -1.3925 -0.22 -0.29 -0.60 -1.65
C 0.8217 -7.4458 -1.7511 0.01 0.13 -0.11 -0.95
C 2.3212 3.1001 -0.3108 0.41 0.76 0.90 -0.02
C -3.5751 0.8859 -0.8269 -1.14 -0.64 0.31 -0.12
C -1.7794 -6.5365 -3.6089 -0.29 -0.42 -0.02 -1.09
C 3.3140 3.0908 -3.3464 -0.91 0.35 0.11 -0.55
C 0.1412 1.3850 1.9343 1.30 0.57 1.44 2.41
C 0.5496 -0.3740 5.1227 -0.25 0.37 -0.74 -1.60
C -0.4777 0.0132 4.0456 1.16 -0.47 0.84 0.65
C 4.6298 1.1398 -3.0637 -0.05 -0.77 -0.03 -0.44
C -0.1255 4.5114 3.0774 0.80 0.65 0.89 -1.12
C 4.7049 0.5150 -1.6515 0.47 -0.07 -0.57 -0.67
C -0.8578 0.5807 1.0408 0.83 -0.89 -0.46 2.22
C -2.9670 1.8778 1.9090 -0.64 -0.52 -0.22 -1.83
C -0.5901 3.9248 1.9913 -0.49 -0.85 -0.19 -1.07
H 0.8166 -7.0188 -2.7545 -0.01 -0.08 -0.03 0.27
H -1.2206 -1.5627 1.2050 -0.03 0.10 0.15 0.72
H -5.0043 2.5171 -0.8053 -0.16 -0.01 -0.04 0.32
H 4.0994 3.4580 -2.6784 0.04 0.02 -0.06 0.41
H 5.4338 1.8706 -3.1873 -0.18 0.17 -0.06 0.33
H -1.4630 -7.5755 -3.6682 0.19 0.07 0.02 0.33
H 0.6929 0.4933 5.7685 -0.01 -0.28 0.33 0.42
H 1.4368 -8.3463 -1.7626 -0.01 0.00 0.02 0.37
H 0.4834 -1.2267 1.1148 -0.07 0.20 0.02 0.81
H -0.4624 -0.7988 3.3141 -0.31 0.22 -0.21 0.02
H 1.3761 4.5511 0.9127 -0.02 0.03 0.03 0.90
H -2.7453 2.6946 1.2306 0.16 0.07 0.08 0.19
H -5.5430 1.1759 -1.7921 -0.12 -0.12 0.09 0.35
H -0.5363 -8.1771 -0.2666 -0.12 0.13 0.04 0.32
H -2.6917 -6.4518 -4.1950 0.03 0.22 0.02 0.34
H 3.0345 4.8264 -1.3872 -0.05 0.05 -0.05 0.63
H -4.2668 -0.1469 0.8984 0.10 -0.26 0.12 0.95
H -2.9283 1.7538 -0.8484 0.37 -0.27 -0.22 -0.10
H 5.3867 1.0832 -1.0169 -0.29 0.02 0.22 0.30
H 0.2488 -1.2726 5.6567 -0.03 0.11 0.13 0.44
H 0.7715 1.7216 3.9655 -0.02 0.25 -0.06 0.98
H 0.9260 4.7770 3.1503 0.27 -1.13 0.69 0.29
H 1.2861 -6.7110 -1.0928 -0.01 -0.06 0.05 0.27
H -0.9067 2.1052 3.7561 -0.11 -0.21 -0.02 0.08
H 0.0909 -3.3281 -0.2864 0.16 -0.03 -0.26 0.37
H -2.4131 -0.1358 2.3234 0.18 0.02 -0.02 0.46
H -0.8142 -3.1706 -1.8408 0.21 -0.04 0.00 0.53
H -1.5649 4.2505 1.6414 -0.46 -1.07 0.35 0.52
H 1.9807 0.7002 0.8845 0.12 0.18 0.08 -0.21
H -1.0148 -5.8954 -4.0465 0.02 -0.01 0.02 0.25
H 3.3853 3.0911 -0.0519 0.00 -0.32 -0.13 0.72
H -1.0701 -8.5170 -1.8951 0.00 0.06 -0.06 0.38
H 2.0885 2.0938 -0.6622 -0.25 0.13 -0.12 -0.07
H 4.8247 0.3528 -3.7982 -0.07 0.06 -0.02 0.42
H -5.6333 1.1021 -0.0042 -0.05 -0.19 -0.16 0.29
H -3.4604 0.2663 -1.7158 0.42 0.34 -0.19 0.57
H -1.6249 -3.0814 -0.2858 -0.10 0.07 -0.18 0.42
H 3.7210 0.4043 -1.2067 -0.05 0.21 0.07 -0.11
H 2.2694 1.4226 2.5227 0.02 0.21 -0.18 0.46
H 1.5608 -0.1634 2.3339 0.29 0.08 0.05 0.74
H -3.0419 -1.0578 0.0696 0.18 0.07 0.01 0.30
H 1.2335 2.7834 -2.6987 0.02 -0.11 -0.43 0.15
H -4.0521 1.7564 1.8376 0.01 0.06 0.13 0.62
H 3.4812 3.5448 -4.3332 0.19 -0.40 -0.08 0.22
H 5.1245 -0.4899 -1.7460 0.00 0.03 0.13 0.32
H -0.7338 4.7301 3.9496 -0.37 1.24 -0.58 0.32
H -2.7739 2.1332 2.9474 0.31 0.17 -0.12 0.31
H 1.5178 4.3820 -3.4304 0.08 -0.21 -0.26 0.51
H -1.3529 -0.8603 -1.2901 0.45 0.62 -0.26 0.28
H 1.3092 4.8628 -1.1906 -0.13 -0.27 0.24 0.58
H 2.2568 3.4286 1.8706 -0.11 -0.34 0.10 0.46
H 1.4907 -0.5651 4.6030 0.09 -0.03 0.16 0.27

***

Molecular weight values (in g mol⁻¹) by entry order: 636.696 963.063 579.632.